DFT (the ωB97M-V functional and the def2-TZVPD basis) results for a cluster of 8 separate species, C30H38F7IN2O23 in total.

2S+1: 1
SMILES string: [H]/N=C(\C)CN(C[C@@H](C)I)C(=O)OCC.O=C1OC[C@@H](F)O1.O=C1OC[C@@H](F)O1.O=C1OC[C@@H](F)O1.O=C1OC[C@@H](F)O1.O=C1OC[C@@H](F)O1.O=C1OC[C@@H](F)O1.O=C1OC[C@@H](F)O1
Lowest unoccupied orbital energy, eV: 0.168
Highest occupied orbital energy, eV: -9.18

Cartesian coordinates (Å):
C  0.61576  1.29579  0.44484
C  -0.05715  0.80221  -0.80554
O  0.09382  -0.65295  -0.90799
C  0.62829  -1.06160  -2.08140
O  0.12918  -0.85887  -3.16394
N  1.83703  -1.73616  -1.87321
C  1.73485  -2.81480  -0.88734
C  2.25041  -2.55028  0.52070
C  3.14303  -1.37243  0.78795
N  1.88325  -3.39494  1.38948
C  2.64312  -1.95138  -3.07256
C  3.78154  -0.94205  -3.16692
C  4.91647  -1.37655  -4.07588
I  3.02876  0.97620  -3.76974
H  0.43139  2.36409  0.55114
H  0.23541  0.78640  1.32913
H  1.69287  1.14485  0.38535
H  0.37060  1.24971  -1.69950
H  -1.12593  1.00456  -0.79603
H  0.69873  -3.13474  -0.76973
H  2.27700  -3.67629  -1.28052
H  3.49905  -0.91058  -0.12936
H  3.99443  -1.67456  1.39716
H  2.58078  -0.61963  1.34059
H  2.27489  -3.18572  2.30762
H  3.08007  -2.95318  -3.04428
H  1.99499  -1.90873  -3.94945
H  4.15029  -0.74652  -2.16349
H  5.12006  -2.43892  -3.91275
H  5.81969  -0.80998  -3.86610
H  4.67575  -1.23199  -5.12930
C  7.05244  4.62465  -4.37739
C  6.75266  3.83526  -5.64055
O  6.91629  2.50156  -5.21129
C  6.72505  2.44931  -3.86373
O  6.57993  1.45281  -3.24319
O  6.69518  3.69956  -3.35170
F  7.63445  4.09805  -6.63428
H  8.12219  4.83537  -4.32499
H  6.47584  5.53722  -4.26744
H  5.74191  3.96006  -6.03321
C  -2.67038  1.40279  -4.13329
C  -2.57431  2.49310  -5.18394
O  -1.92499  3.53856  -4.48211
C  -1.20250  2.98505  -3.46484
O  -0.35329  3.53705  -2.85017
O  -1.56440  1.69837  -3.29568
F  -3.78583  2.91612  -5.61290
H  -3.60393  1.50367  -3.57598
H  -2.56595  0.39059  -4.50481
H  -1.96846  2.23831  -6.05577
C  -0.98166  4.47527  4.63626
C  -1.67844  3.77884  3.48302
O  -0.63207  2.99467  2.93525
C  0.27807  2.74181  3.91355
O  1.14306  1.93539  3.83979
O  0.03899  3.53480  4.98238
F  -2.11816  4.64533  2.54209
H  -0.52164  5.39845  4.27923
H  -1.62177  4.65965  5.49179
H  -2.50403  3.13032  3.77299
C  -6.11211  4.34123  8.14106
C  -4.74327  4.73196  8.67076
O  -3.88405  4.29454  7.62873
C  -4.59786  4.22255  6.47700
O  -4.11424  4.05254  5.40337
O  -5.90787  4.37607  6.72327
F  -4.42090  4.07873  9.80749
H  -6.34492  3.31952  8.43827
H  -6.91704  5.01439  8.41596
H  -4.59099  5.80087  8.82722
C  -2.72410  -3.21802  -5.95182
C  -2.83877  -2.58004  -4.57843
O  -3.24145  -3.65996  -3.77102
C  -2.84876  -4.82486  -4.36460
O  -2.86576  -5.88604  -3.84609
O  -2.42815  -4.57459  -5.62817
F  -3.79884  -1.61329  -4.53570
H  -3.68788  -3.16518  -6.46225
H  -1.93647  -2.80657  -6.57496
H  -1.91174  -2.15781  -4.18175
C  2.63336  -6.29545  0.24125
C  1.66633  -6.88935  -0.76831
O  2.36533  -8.01691  -1.24344
C  3.27623  -8.39761  -0.30101
O  3.87776  -9.41616  -0.31972
O  3.37267  -7.44747  0.65540
F  1.41659  -6.04658  -1.80505
H  3.30624  -5.59834  -0.26313
H  2.16275  -5.81123  1.08944
H  0.70895  -7.20646  -0.35191
C  -5.00867  0.25214  5.67059
C  -5.05848  0.31589  7.18733
O  -5.52146  -0.96051  7.53877
C  -5.22327  -1.83203  6.52479
O  -5.30938  -3.00629  6.60280
O  -4.80435  -1.14010  5.43953
F  -5.94803  1.25030  7.63111
H  -5.97361  0.55475  5.25929
H  -4.20583  0.82738  5.22041
H  -4.10060  0.50501  7.67553

Forces on atoms 1 to 2 (eV/Å):
C 0.107 -0.104 -0.057
C -0.255 -0.215 -0.135